No. 1
Formula: C13H19N
Source: OMol25
Level of theory: ωB97M-V with the def2-TZVPD basis set

* total energy: -15278.3432 eV
* LUMO level: 0.77 eV
* Kohn-Sham gap: 8.64 eV
* max |F|: 2.59 eV/Å
* relative energy (zero: lowest compared OMol25 entry of this formula, charge and spin): 1.469 eV
* highest occupied orbital energy: -7.88 eV
* SMILES: Cc1c[nH]c2ccccc12.CC(C)C

Structure (ORCA input):
```
! RIJCOSX wB97M-V def2-TZVPD def2/J DEFGRID3
* xyz 0 1
H -2.601 -0.471 5.290
H -1.985 -2.480 1.569
C 3.146 -1.016 -1.464
C 1.083 0.163 -1.761
H 0.218 2.480 0.213
C -0.512 1.738 -1.690
C 1.426 1.140 -0.804
H -2.547 -2.124 4.850
H 3.738 -1.757 -1.973
N 0.400 2.051 -0.676
H 3.035 1.621 0.610
H 4.501 -0.101 -0.067
H -3.791 0.470 3.120
H -1.278 2.469 -1.995
H -1.015 -1.156 4.996
H -3.646 -1.668 1.880
C -0.154 0.619 -2.385
H -3.100 -2.904 2.940
H -0.526 0.131 -4.378
C -2.079 -0.928 3.095
H -1.171 -1.082 -3.252
H -2.220 1.216 3.089
C -2.776 0.390 2.681
C -0.995 -0.014 -3.411
C 3.469 -0.094 -0.477
H -1.074 -0.893 2.709
H 1.622 -1.617 -2.864
C -2.735 -2.097 2.273
C 2.623 0.950 -0.152
H -2.001 0.400 -3.354
C -2.084 -1.152 4.611
H -2.921 0.300 1.579
C 1.943 -0.855 -2.179
*
```

Charges in e, computed with Löwdin, in the same order as the atoms: number 1, H, carries 0.064; number 2, H, carries 0.077; number 3, C, carries -0.098; number 4, C, carries -0.135; number 5, H, carries 0.145; number 6, C, carries -0.066; number 7, C, carries -0.230; number 8, H, carries 0.062; number 9, H, carries 0.092; number 10, N, carries 0.077; number 11, H, carries 0.110; number 12, H, carries 0.110; number 13, H, carries 0.082; number 14, H, carries 0.128; number 15, H, carries 0.088; number 16, H, carries 0.054; number 17, C, carries -0.239; number 18, H, carries 0.068; number 19, H, carries 0.080; number 20, C, carries -0.466; number 21, H, carries 0.083; number 22, H, carries 0.061; number 23, C, carries -0.102; number 24, C, carries -0.059; number 25, C, carries -0.113; number 26, H, carries 0.104; number 27, H, carries 0.103; number 28, C, carries -0.076; number 29, C, carries -0.042; number 30, H, carries 0.076; number 31, C, carries -0.094; number 32, H, carries 0.078; number 33, C, carries -0.022

***

No. 2
Formula: H8O4
Source: OMol25
Level of theory: ωB97M-V with the def2-TZVPD basis set

* total energy: -8319.9347 eV
* LUMO level: 0.10 eV
* Kohn-Sham gap: 10.69 eV
* max |F|: 0.94 eV/Å
* relative energy (zero: lowest compared OMol25 entry of this formula, charge and spin): 0.741 eV
* highest occupied orbital energy: -10.59 eV
* SMILES: O.O.O.O

Structure (ORCA input):
```
! RIJCOSX wB97M-V def2-TZVPD def2/J DEFGRID3
* xyz 0 1
H -0.268 0.584 1.605
H -0.173 -1.568 1.137
O 1.632 1.931 -0.537
O -1.136 -0.796 -1.579
O 0.068 0.144 0.824
H 1.599 1.940 -1.494
H -1.169 -2.708 1.146
H 1.148 2.714 -0.273
O -0.284 -2.474 1.426
H -0.665 -0.522 -0.792
H 0.735 0.739 0.482
H -1.486 0.016 -1.945
*
```

Charges in e, computed with Löwdin, in the same order as the atoms: number 1, H, carries 0.077; number 2, H, carries -0.042; number 3, O, carries -0.024; number 4, O, carries -0.054; number 5, O, carries -0.049; number 6, H, carries 0.063; number 7, H, carries 0.029; number 8, H, carries 0.058; number 9, O, carries -0.062; number 10, H, carries -0.029; number 11, H, carries 0.008; number 12, H, carries 0.025

***

No. 3
Formula: C2H4Cl3N
Source: OMol25
Level of theory: ωB97M-V with the def2-TZVPD basis set

* total energy: -41194.7978 eV
* LUMO level: 0.16 eV
* Kohn-Sham gap: 10.52 eV
* max |F|: 7.32 eV/Å
* relative energy (zero: lowest compared OMol25 entry of this formula, charge and spin): 1.494 eV
* highest occupied orbital energy: -10.36 eV
* SMILES: NCC(Cl)(Cl)Cl

Structure (ORCA input):
```
! RIJCOSX wB97M-V def2-TZVPD def2/J DEFGRID3
* xyz 0 1
Cl 0.331 1.726 -1.999
H -0.571 -0.887 -1.263
Cl 2.297 0.210 -0.441
H -1.479 0.076 -0.305
H 0.491 -1.424 1.117
C -0.624 -0.438 -0.233
N -0.427 -1.154 0.886
H -0.556 -0.410 1.654
C 0.424 0.647 -0.393
Cl 0.113 1.653 0.977
*
```

Charges in e, computed with Löwdin, in the same order as the atoms: number 1, Cl, carries 0.422; number 2, H, carries 0.134; number 3, Cl, carries 0.439; number 4, H, carries 0.066; number 5, H, carries 0.053; number 6, C, carries -0.498; number 7, N, carries 0.004; number 8, H, carries 0.078; number 9, C, carries -1.347; number 10, Cl, carries 0.649

***

No. 4
Formula: C28H36N4O3OsS
Source: OMol25
Level of theory: ωB97M-V with the def2-TZVPD basis set

* total energy: -54987.5003 eV
* LUMO level: -12.88 eV
* Kohn-Sham gap: 6.46 eV
* max |F|: 0.70 eV/Å
* highest occupied orbital energy: -19.33 eV

Structure (ORCA input):
```
! RIJCOSX wB97M-V def2-TZVPD def2/J DEFGRID3
* xyz 4 1
C 3.312 -1.675 -0.156
H 4.203 -5.865 -1.093
C -3.795 2.498 -2.198
C -0.921 1.071 5.489
H -1.564 4.255 -3.967
C -0.127 -3.060 -0.653
C -1.065 2.791 -2.486
Os -0.914 -0.423 0.247
H -4.635 3.633 -4.824
H 5.062 -2.849 -0.523
H 2.316 1.167 0.079
C 3.312 1.556 -0.118
H -0.996 -0.802 6.618
N 1.300 2.594 -1.999
N -2.966 -0.168 0.144
H -5.169 4.522 -3.391
H -0.089 -2.107 4.500
H 3.749 -5.421 -2.738
H -0.450 -4.036 -1.009
H -1.665 -1.270 4.290
H -4.269 -0.619 1.751
N -1.107 -2.306 -0.144
C 4.183 -5.045 -1.813
C 2.007 -3.880 -1.289
C -1.559 1.850 -1.557
C -0.425 -0.334 5.816
H -0.612 1.795 6.241
H -0.994 2.032 3.481
H 4.627 2.054 -1.764
O 1.194 -0.640 0.247
H 5.173 -1.150 0.747
H 0.594 3.791 -3.473
H 5.104 0.982 0.833
C 3.579 1.796 -1.607
H 3.383 0.886 -2.180
C -3.346 3.421 -3.134
H 0.625 1.997 4.204
H -4.863 2.367 -2.062
C -4.297 4.222 -3.971
H -2.499 -2.321 2.025
C 3.378 -3.903 -1.270
H 1.023 1.942 -1.271
C -0.325 1.467 4.131
H -3.821 5.125 -4.349
C 2.726 2.938 -2.140
C -3.875 -1.110 0.861
H 0.622 -0.330 6.127
C -3.555 0.741 -0.540
C -1.968 3.542 -3.257
C 4.252 -0.709 0.375
C -0.607 -1.151 4.537
H -2.990 -2.864 -0.944
N 4.258 0.583 0.435
C -2.934 1.708 -1.418
C 3.983 -2.813 -0.632
H 2.933 3.131 -3.191
C 1.877 -1.636 -0.208
H 1.467 -4.727 -1.701
C -3.189 -2.417 1.185
O -0.656 1.133 -0.812
H -4.706 -1.312 0.184
H 5.209 -4.748 -2.018
C 1.244 -2.809 -0.743
O -1.182 -0.129 2.116
H -2.009 1.094 5.433
H -3.950 -3.130 1.507
H -2.243 -4.044 0.139
H 3.445 2.475 0.454
H 2.909 3.856 -1.578
S 0.045 -0.076 3.230
H -4.643 0.763 -0.505
C -2.442 -2.983 -0.008
C 0.329 3.083 -2.692
*
```

Charges in e, computed with Löwdin, in the same order as the atoms: number 1, C, carries -0.074; number 2, H, carries 0.111; number 3, C, carries 0.085; number 4, C, carries -0.183; number 5, H, carries 0.148; number 6, C, carries -0.001; number 7, C, carries -0.088; number 8, Os, carries 1.659; number 9, H, carries 0.112; number 10, H, carries 0.149; number 11, H, carries 0.090; number 12, C, carries -0.129; number 13, H, carries 0.146; number 14, N, carries 0.103; number 15, N, carries -0.103; number 16, H, carries 0.103; number 17, H, carries 0.111; number 18, H, carries 0.104; number 19, H, carries 0.156; number 20, H, carries 0.110; number 21, H, carries 0.145; number 22, N, carries -0.162; number 23, C, carries 0.000; number 24, C, carries 0.080; number 25, C, carries -0.194; number 26, C, carries -0.193; number 27, H, carries 0.141; number 28, H, carries 0.108; number 29, H, carries 0.143; number 30, O, carries -0.195; number 31, H, carries 0.167; number 32, H, carries 0.173; number 33, H, carries 0.189; number 34, C, carries -0.124; number 35, H, carries 0.132; number 36, C, carries -0.201; number 37, H, carries 0.107; number 38, H, carries 0.150; number 39, C, carries 0.002; number 40, H, carries 0.096; number 41, C, carries -0.211; number 42, H, carries 0.114; number 43, C, carries -0.265; number 44, H, carries 0.099; number 45, C, carries -0.103; number 46, C, carries -0.154; number 47, H, carries 0.134; number 48, C, carries -0.021; number 49, C, carries 0.083; number 50, C, carries 0.055; number 51, C, carries -0.276; number 52, H, carries 0.146; number 53, N, carries 0.120; number 54, C, carries -0.102; number 55, C, carries 0.092; number 56, H, carries 0.150; number 57, C, carries -0.244; number 58, H, carries 0.151; number 59, C, carries -0.163; number 60, O, carries -0.247; number 61, H, carries 0.141; number 62, H, carries 0.098; number 63, C, carries -0.097; number 64, O, carries -0.639; number 65, H, carries 0.133; number 66, H, carries 0.147; number 67, H, carries 0.139; number 68, H, carries 0.150; number 69, H, carries 0.150; number 70, S, carries 1.151; number 71, H, carries 0.161; number 72, C, carries -0.142; number 73, C, carries 0.074